Computed, not measured: an isolated molecule of C5H10N2, with ωB97M-V/def2-TZVPD.

The geometry in ORCA input format:
```
! RIJCOSX wB97M-V def2-TZVPD def2/J DEFGRID3
* xyz 0 1
H 1.120 -0.934 0.642
N 0.679 0.905 -1.269
N 0.281 -1.508 0.657
H -0.460 1.075 1.793
H -1.765 -1.162 0.167
H 0.167 2.707 1.510
H -0.603 2.519 -0.725
H -1.322 0.388 -1.787
C 0.055 -2.136 -0.643
H -0.337 -3.149 -0.604
H 0.772 -1.955 -1.444
C -0.622 0.325 -0.954
C -0.760 -0.975 -0.211
H 1.224 1.303 1.299
H 1.419 0.423 -0.760
C -0.190 1.598 -0.314
C 0.197 1.672 1.152
*
```

Summary:
Kohn-Sham gap   10.4 eV
Structure (SMILES)   C[C@H]1N[C@H]1[C@H]1CN1
LUMO level   1.17 eV
Total energy   -305.9444 a.u.